(1)
62
Properties=species:S:1:pos:R:3:lowdin_charge:R:1 method="wB97M-V/def2-TZVPD" e_homo_ev=-8.20 de_lowest_ev=0.3737 total_charge=0 homo_lumo_gap_ev=8.2
O 0.106 0.349 1.018 -0.389
V -0.004 -0.805 -0.073 0.546
O 0.370 -2.161 0.721 -0.387
Br 2.159 -0.555 -1.552 0.025
C 2.221 4.917 0.661 -0.136
O 3.346 4.191 1.049 -0.176
C 3.003 3.019 1.751 -0.241
C 4.277 2.321 2.206 -0.204
N 4.049 1.056 2.917 -0.043
C 3.546 0.018 1.998 -0.221
C 3.366 -1.273 2.768 -0.227
O 4.626 -1.847 3.070 -0.177
C 4.500 -3.039 3.773 -0.149
H 1.618 5.285 1.503 0.086
H 1.546 4.312 0.036 0.083
H 2.562 5.766 0.070 0.086
H 2.372 2.352 1.145 0.110
H 2.382 3.267 2.633 0.128
H 4.826 3.001 2.860 0.115
H 4.895 2.124 1.328 0.123
H 3.244 1.262 3.509 0.102
H 4.170 -0.182 1.128 0.116
H 2.542 0.249 1.622 0.065
H 2.769 -1.998 2.197 0.113
H 2.815 -1.087 3.704 0.124
H 5.495 -3.313 4.128 0.085
H 4.064 -3.858 3.184 0.086
H 3.869 -2.952 4.675 0.085
C -2.351 2.106 -0.301 -0.041
C -2.503 1.135 -1.456 -0.420
C -3.030 1.779 -2.699 -0.225
O -3.061 0.830 -3.731 -0.188
C -3.369 1.391 -4.986 -0.100
N -1.252 0.409 -1.711 0.026
H -1.353 2.542 -0.232 0.083
H -2.503 1.587 0.645 0.071
H -3.062 2.931 -0.363 0.085
H -3.215 0.354 -1.170 0.118
H -2.360 2.617 -2.976 0.143
H -4.017 2.234 -2.534 0.137
H -3.480 0.577 -5.694 0.090
H -2.611 2.112 -5.321 0.093
H -4.299 1.979 -4.957 0.091
H -0.601 1.033 -2.199 0.099
H -1.396 -0.250 -2.478 0.075
C -3.902 -3.266 0.668 -0.054
C -2.531 -2.755 0.228 -0.403
C -2.412 -2.811 -1.264 -0.198
O -1.070 -2.512 -1.547 -0.292
C -0.660 -2.816 -2.873 -0.077
N -2.323 -1.352 0.679 0.060
H -4.733 -2.738 0.186 0.084
H -4.051 -3.131 1.743 0.082
H -4.048 -4.328 0.460 0.084
H -1.770 -3.354 0.723 0.138
H -3.101 -2.079 -1.715 0.136
H -2.637 -3.808 -1.653 0.142
H -0.532 -3.892 -3.004 0.101
H 0.305 -2.328 -3.014 0.045
H -1.359 -2.409 -3.612 0.096
H -2.298 -1.394 1.694 0.110
H -3.151 -0.816 0.436 0.082

=====

(2)
18
Properties=species:S:1:pos:R:3:lowdin_charge:R:1 method="wB97M-V/def2-TZVPD" e_homo_ev=-8.80 de_lowest_ev=0.0000 total_charge=0 homo_lumo_gap_ev=9.5
C 0.596 -0.586 2.275 -0.803
C 0.216 0.674 -0.189 -0.543
C 0.983 0.625 -1.349 -0.103
C 0.367 0.518 -2.594 -0.101
C -1.029 0.452 -2.663 -0.679
C -1.792 0.499 -1.510 -0.105
C -1.180 0.625 -0.271 -0.094
H 1.336 -1.654 3.848 0.117
H 2.413 -0.471 3.195 0.069
H -0.531 -2.103 2.545 0.055
H 2.041 0.657 -1.272 0.091
H 0.979 0.443 -3.516 0.116
H -2.889 0.458 -1.598 0.116
H -1.776 0.651 0.631 0.104
N 1.455 -0.752 3.336 0.037
N -0.429 -1.260 1.972 0.076
S 1.028 0.904 1.370 0.984
Cl -1.790 0.321 -4.213 0.665

=====

(3)
14
Properties=species:S:1:pos:R:3:lowdin_charge:R:1 method="wB97M-V/def2-TZVPD" e_homo_ev=-9.13 de_lowest_ev=1.5251 total_charge=0 homo_lumo_gap_ev=9.3
C -0.055 0.198 0.185 -0.384
C 0.810 0.351 1.475 -0.504
C 0.429 0.477 -1.058 -0.050
C -0.168 0.251 -2.351 -0.324
H -1.663 -0.179 1.392 0.121
H -1.959 -0.473 -0.279 0.080
H 1.763 0.854 1.274 0.065
H 0.231 0.917 2.242 0.070
H 0.069 -1.897 1.409 -0.036
H 1.482 0.823 -1.215 0.131
H -1.242 -0.126 -2.374 0.121
N -1.279 -0.429 0.454 0.064
O 0.374 0.532 -3.385 0.037
S 1.208 -1.300 2.229 0.610

=====

Number 1: LUMO 0.0 eV. Number 2: LUMO 0.7 eV. Number 3: LUMO 0.2 eV.